(1)
{
  "formula": "C14H30BBrI2O12S3Sb",
  "method": "ωB97M-V/def2-TZVPD",
  "elements": ["C", "C", "O", "C", "C", "O", "Sb", "S", "C", "C", "C", "Br", "B", "O", "O", "C", "I", "C", "C", "I", "H", "H", "H", "H", "H", "H", "H", "H", "H", "H", "H", "H", "H", "H", "H", "H", "H", "H", "H", "H", "H", "H", "C", "C", "O", "S", "O", "O", "O", "H", "H", "H", "H", "C", "C", "O", "S", "O", "O", "O", "H", "H", "H", "H"],
  "coordinates": [[-4.786, -1.584, 0.460], [-4.643, -2.472, -0.767], [-3.504, -3.288, -0.569], [-2.730, -3.497, -1.733], [-1.497, -2.591, -1.781], [-1.934, -1.294, -1.541], [-0.555, 0.173, -1.122], [1.396, -1.166, -2.080], [-0.224, -0.770, 0.873], [-1.375, -0.520, 1.848], [-0.946, 0.264, 3.097], [-1.748, -0.568, 4.709], [1.017, 1.769, -0.734], [1.516, 2.469, -1.817], [1.494, 2.101, 0.536], [-0.982, 0.974, -3.172], [-0.514, -0.355, -4.796], [-1.479, 2.119, -3.490], [-1.783, 2.646, -4.848], [-1.985, 3.544, -1.978], [-4.383, -2.125, 1.307], [-5.815, -1.289, 0.629], [-4.169, -0.704, 0.337], [-5.546, -3.064, -0.928], [-4.472, -1.813, -1.612], [-2.428, -4.542, -1.754], [-3.301, -3.302, -2.641], [-0.803, -2.974, -1.030], [-1.096, -2.728, -2.783], [-1.856, 1.067, -0.398], [1.990, -1.635, -0.967], [-0.105, -1.845, 0.790], [0.715, -0.410, 1.281], [-2.210, 0.016, 1.405], [-1.764, -1.471, 2.175], [0.123, 0.306, 3.207], [-1.369, 1.252, 3.085], [2.275, 2.021, -2.224], [2.202, 1.481, 0.774], [-1.053, 3.390, -5.145], [-1.923, 1.860, -5.571], [-2.730, 3.175, -4.775], [5.107, -1.817, -5.027], [6.065, -0.945, -4.243], [5.785, 0.386, -4.691], [4.219, 0.507, -5.047], [3.551, 1.075, -3.940], [4.103, 1.042, -6.353], [3.898, -1.061, -5.090], [5.465, -1.985, -6.047], [4.924, -2.773, -4.544], [7.107, -1.192, -4.429], [5.862, -0.997, -3.171], [-0.459, 1.759, 7.899], [0.303, 2.541, 6.854], [1.440, 3.062, 7.562], [1.886, 2.024, 8.697], [2.955, 1.234, 8.211], [1.977, 2.723, 9.926], [0.557, 1.131, 8.695], [-1.043, 2.416, 8.546], [-1.111, 1.009, 7.456], [-0.280, 3.352, 6.428], [0.662, 1.891, 6.053]],
  "total_energy_ha": -6083.35054,
  "homo_ev": -4.643,
  "e_lumo_ha": 0.0749,
  "gap_ha": 0.2455,
  "charge": -1,
  "fmax_ev_per_a": 2.3
}


(2)
{
  "formula": "CH7N3O3",
  "method": "ωB97M-V/def2-TZVPD",
  "elements": ["C", "N", "N", "O", "N", "H", "H", "H", "H", "H", "O", "O", "H", "H"],
  "coordinates": [[0.592, 0.442, 0.779], [0.659, -0.812, -1.796], [0.852, 1.731, 0.927], [0.391, 0.431, -1.147], [0.727, -0.624, 1.358], [1.662, -0.789, -1.968], [0.492, -1.598, -1.165], [0.582, 2.153, 1.804], [0.836, 2.299, 0.094], [0.068, -1.354, 1.061], [-1.644, 0.257, 0.119], [-1.774, -1.190, 0.259], [-2.711, -1.294, 0.472], [-0.731, 0.348, -0.798]],
  "total_energy_ha": -432.05530,
  "homo_ev": -8.785,
  "e_lumo_ha": 0.0249,
  "gap_ha": 0.3477,
  "fmax_ev_per_a": 1.1
}


(3)
{
  "formula": "C3H6N4S",
  "method": "ωB97M-V/def2-TZVPD",
  "elements": ["H", "N", "C", "N", "C", "N", "N", "C", "S", "H", "H", "H", "H", "H"],
  "coordinates": [[3.587, -1.946, -0.246], [2.582, -1.620, -0.564], [2.126, -0.630, 0.618], [0.703, -0.272, 0.307], [0.269, 0.984, 0.034], [1.304, 1.989, -0.122], [-1.015, 1.408, -0.131], [-2.009, 0.503, 0.086], [-2.115, -1.140, -0.047], [2.567, 0.039, 1.640], [0.183, -1.064, -0.318], [1.005, 2.919, -0.497], [2.104, 1.628, -0.870], [-2.948, 0.972, 0.196]],
  "total_energy_ha": -734.95621,
  "homo_ev": -8.534,
  "e_lumo_ha": -0.0307,
  "gap_ha": 0.2830,
  "smiles": "[H]/N=C/N/C(N)=N\\C=S",
  "fmax_ev_per_a": 8.9
}


(4)
{
  "formula": "C42H41FN7O10SW",
  "method": "ωB97M-V/def2-TZVPD",
  "elements": ["W", "C", "C", "C", "C", "C", "C", "C", "C", "C", "S", "C", "N", "H", "H", "H", "H", "H", "H", "H", "H", "C", "C", "N", "C", "C", "C", "O", "O", "C", "O", "C", "C", "C", "F", "C", "C", "C", "N", "C", "C", "N", "C", "C", "H", "H", "H", "H", "H", "H", "H", "H", "H", "H", "H", "H", "H", "H", "H", "H", "H", "H", "O", "C", "O", "C", "C", "C", "N", "C", "C", "C", "O", "O", "H", "H", "H", "C", "N", "C", "C", "C", "C", "C", "C", "C", "C", "H", "H", "H", "H", "H", "H", "H", "H", "H", "H", "H", "H", "O", "N", "O", "O"],
  "coordinates": [[-1.720, -1.382, 1.666], [1.960, -1.338, 1.812], [1.304, -0.033, 2.156], [2.019, 1.146, 2.013], [1.481, 2.354, 2.413], [0.228, 2.349, 3.064], [-0.336, 3.505, 3.627], [-1.516, 3.436, 4.335], [-2.173, 2.223, 4.486], [-1.683, 1.071, 3.885], [-2.554, -0.448, 4.039], [-0.462, 1.112, 3.171], [0.030, -0.060, 2.633], [2.947, -1.154, 1.391], [1.363, -1.914, 1.096], [2.099, -1.947, 2.707], [3.010, 1.103, 1.582], [2.022, 3.280, 2.280], [0.194, 4.440, 3.512], [-1.929, 4.331, 4.780], [-3.090, 2.156, 5.051], [-0.866, 5.504, -2.439], [-1.039, 4.102, -3.019], [-0.799, 3.062, -2.048], [-1.831, 2.661, -1.246], [-1.743, 1.575, -0.430], [-2.833, 1.335, 0.556], [-3.867, 1.981, 0.543], [-2.536, 0.430, 1.451], [-0.578, 0.730, -0.466], [-0.555, -0.453, 0.111], [0.536, 1.241, -1.173], [1.785, 0.566, -1.188], [2.887, 1.169, -1.735], [4.093, 0.488, -1.723], [2.851, 2.438, -2.301], [1.581, 3.054, -2.412], [0.447, 2.476, -1.889], [3.943, 3.157, -2.877], [5.173, 3.351, -2.169], [6.258, 2.298, -2.489], [6.385, 2.171, -3.971], [5.077, 1.829, -4.594], [4.125, 2.997, -4.291], [-1.040, 6.258, -3.205], [0.138, 5.623, -2.043], [-1.575, 5.661, -1.630], [-0.361, 3.946, -3.862], [-2.061, 3.988, -3.386], [-2.743, 3.237, -1.268], [1.846, -0.414, -0.754], [1.548, 4.002, -2.922], [4.974, 3.335, -1.097], [5.579, 4.343, -2.433], [5.982, 1.325, -2.085], [7.221, 2.603, -2.077], [7.096, 1.470, -4.202], [6.684, 3.078, -4.353], [4.695, 0.919, -4.128], [5.207, 1.674, -5.665], [3.152, 2.812, -4.744], [4.543, 3.920, -4.722], [3.639, -5.340, 4.373], [2.798, -5.018, 5.216], [2.811, -5.064, 6.445], [1.507, -4.368, 4.584], [0.785, -3.389, 5.272], [-0.193, -2.670, 4.615], [-0.473, -2.845, 3.320], [0.162, -3.857, 2.676], [1.144, -4.637, 3.274], [-0.114, -3.891, 1.215], [0.325, -4.724, 0.448], [-0.809, -2.816, 0.854], [1.036, -3.191, 6.303], [-0.780, -1.911, 5.118], [1.660, -5.392, 2.699], [-1.917, -4.300, -1.798], [-2.306, -3.220, -2.688], [-3.457, -3.607, -3.474], [-2.421, -1.937, -1.996], [-3.616, -1.719, -1.081], [-4.863, -1.560, -1.683], [-6.004, -1.344, -0.938], [-5.895, -1.235, 0.436], [-4.654, -1.357, 1.034], [-3.462, -1.626, 0.318], [-1.779, -5.209, -2.387], [-2.649, -4.493, -1.008], [-0.967, -4.054, -1.331], [-3.179, -4.479, -4.071], [-3.725, -2.804, -4.161], [-4.336, -3.876, -2.867], [-2.450, -1.165, -2.779], [-1.497, -1.816, -1.415], [-4.947, -1.586, -2.762], [-6.964, -1.248, -1.431], [-6.767, -1.027, 1.038], [-4.602, -1.229, 2.123], [-4.148, -4.805, 2.911], [-3.419, -4.081, 2.291], [-3.018, -4.316, 1.165], [-3.027, -2.971, 2.817]],
  "total_energy_ha": -3325.85482,
  "homo_ev": [-3.535, -4.914],
  "e_lumo_ha": [-0.0114, -0.0120],
  "gap_ha": [0.1186, 0.1686],
  "charge": -1,
  "multiplicity": 3,
  "fmax_ev_per_a": 2.9,
  "s2": 2.03
}


(5)
{
  "formula": "C15H32IN4O6Sr",
  "method": "ωB97M-V/def2-TZVPD",
  "elements": ["Sr", "C", "C", "O", "C", "C", "O", "C", "C", "O", "C", "C", "O", "H", "H", "H", "H", "H", "H", "H", "H", "H", "H", "H", "H", "H", "H", "H", "H", "N", "C", "C", "C", "C", "N", "C", "N", "N", "C", "O", "O", "H", "H", "H", "H", "H", "H", "H", "H", "H", "H", "H", "H", "H", "H", "I", "C", "H", "H"],
  "coordinates": [[-1.319, 0.483, -0.047], [-2.464, -1.179, -2.718], [-1.996, -2.522, -2.342], [-1.215, -2.213, -1.174], [-0.975, -3.150, -0.175], [-0.163, -2.534, 0.997], [-0.924, -1.780, 1.937], [-2.103, -2.404, 2.463], [-3.273, -1.502, 2.255], [-3.222, -1.134, 0.787], [-4.266, -1.668, -0.015], [-4.435, -0.627, -1.123], [-3.074, -0.434, -1.671], [-3.119, -1.177, -3.615], [-1.590, -0.557, -3.013], [-1.327, -2.937, -3.138], [-2.801, -3.306, -2.101], [-0.342, -3.977, -0.511], [-1.956, -3.553, 0.132], [0.575, -1.821, 0.593], [0.357, -3.300, 1.535], [-1.984, -2.661, 3.471], [-2.411, -3.342, 1.919], [-3.300, -0.554, 2.860], [-4.195, -2.060, 2.399], [-5.213, -1.752, 0.533], [-4.049, -2.601, -0.576], [-4.718, 0.382, -0.854], [-5.046, -1.084, -1.915], [0.156, 1.769, 1.761], [1.495, 1.714, 1.092], [2.540, 2.117, 2.096], [3.984, 2.332, 1.524], [3.998, 2.965, 0.142], [3.600, 2.055, -0.955], [4.380, 1.115, -1.526], [5.675, 1.357, -1.729], [3.782, 0.013, -1.992], [1.722, 0.352, 0.357], [2.532, -0.412, 0.833], [1.071, 0.174, -0.764], [-0.098, 2.760, 1.873], [0.381, 1.348, 2.687], [1.427, 2.434, 0.233], [2.496, 1.390, 2.914], [2.134, 2.995, 2.545], [4.529, 1.373, 1.616], [4.489, 3.037, 2.193], [4.967, 3.285, -0.098], [3.347, 3.850, 0.027], [2.649, 1.900, -1.190], [6.009, 2.243, -1.527], [6.122, 0.791, -2.439], [2.909, -0.280, -1.603], [4.265, -0.742, -2.541], [-0.859, 3.805, -0.939], [-2.719, 2.786, -0.404], [-3.138, 3.583, 0.233], [-3.297, 2.855, -1.313]],
  "total_energy_ha": -1589.43718,
  "homo_ev": -9.344,
  "e_lumo_ha": -0.0751,
  "gap_ha": 0.2682,
  "charge": 1,
  "fmax_ev_per_a": 2.7
}


What is the formula in the fourth record?
C42H41FN7O10SW


Copy entry 2 word for word.
{
  "formula": "CH7N3O3",
  "method": "ωB97M-V/def2-TZVPD",
  "elements": ["C", "N", "N", "O", "N", "H", "H", "H", "H", "H", "O", "O", "H", "H"],
  "coordinates": [[0.592, 0.442, 0.779], [0.659, -0.812, -1.796], [0.852, 1.731, 0.927], [0.391, 0.431, -1.147], [0.727, -0.624, 1.358], [1.662, -0.789, -1.968], [0.492, -1.598, -1.165], [0.582, 2.153, 1.804], [0.836, 2.299, 0.094], [0.068, -1.354, 1.061], [-1.644, 0.257, 0.119], [-1.774, -1.190, 0.259], [-2.711, -1.294, 0.472], [-0.731, 0.348, -0.798]],
  "total_energy_ha": -432.05530,
  "homo_ev": -8.785,
  "e_lumo_ha": 0.0249,
  "gap_ha": 0.3477,
  "fmax_ev_per_a": 1.1
}